The following is a DFT calculation (wB97M-V/def2-TZVPD) of one molecule with the formula C5H7ClN2OS in a non-equilibrium geometry.

Last columns: bonded neighbours and bond lengths (Å).
Atoms and positions in Å:
1 C 0.54547 0.09481 -1.51971  C2 1.349, C3 1.413, H11 1.034
2 C 1.00954 1.14302 -0.80816  C1 1.349, C4 1.408, H12 1.120
3 C -0.66409 -0.53864 -1.15650  C1 1.413, C5 1.344, H13 1.041
4 C 0.26173 1.70677 0.24273  C2 1.408, N6 1.303, H14 1.010
5 C -1.12983 -0.81634 0.07330  C3 1.344, S9 1.773, H15 1.081
6 N -0.60170 1.07391 0.98519  C4 1.303, Cl10 1.690
7 N 1.22292 -1.26559 1.15524  S9 1.698, H16 1.011, H17 1.016
8 O -0.85731 -2.78868 1.57528  S9 1.485
9 S -0.41270 -1.37159 1.59695  C5 1.773, N7 1.698, O8 1.485
10 Cl -1.87666 1.89053 1.73523  N6 1.690
11 H 0.89139 -0.04435 -2.48420  C1 1.034
12 H 1.88781 1.65005 -1.28294  C2 1.120
13 H -1.28807 -0.62045 -1.98587  C3 1.041
14 H 0.19533 2.70609 0.37292  C4 1.010
15 H -2.20224 -0.91900 -0.01122  C5 1.081
16 H 1.47485 -1.59076 0.23204  N7 1.011
17 H 1.54357 -0.30977 1.27970  N7 1.016

Summary:
HOMO   -9.133 eV
Energy above the lowest of the compared OMol25 structures with the same formula, charge and spin   451.48 kJ/mol
Kohn-Sham gap   8.802 eV
LUMO level   -0.3 eV